Record 1
C42H50MnN6O5S | ωB97M-V/def2-TZVPD

The calculation puts the lowest unoccupied orbital energy (alpha / beta) at 4.33 / 4.33 eV. Its energy above the lowest of the compared OMol25 structures with the same formula, charge and spin is 0.0 kJ/mol. As for the expectation value of S²: 8.753. The net charge is -2. The spin multiplicity is 6.

Structure (XYZ):
```
105
Properties=species:S:1:pos:R:3:mulliken_charge:R:1
Mn 0.04881 0.01769 -0.04062 1.43
C 3.41009 -4.36432 -3.59153 -1.13
C 3.25171 -4.15569 -2.08497 -1.08
C 2.94541 -2.73651 -1.72582 0.67
C 3.80204 -1.78267 -1.28025 0.26
C 5.23083 -1.93502 -0.87050 -1.29
C 5.33016 -2.22653 0.62988 -0.95
C 3.00049 -0.58681 -1.06235 0.35
N 1.70809 -0.82153 -1.35538 -0.88
C 1.62665 -2.11752 -1.75840 0.55
C 0.46282 -2.77242 -2.12114 -0.67
C -0.83520 -2.25616 -2.09967 0.05
C -2.01392 -2.92276 -2.62111 0.49
C -2.01759 -4.26095 -3.29143 -1.28
C -1.59845 -4.18922 -4.76088 -1.10
C -3.05711 -2.06159 -2.43326 1.13
C -2.50521 -0.88470 -1.78773 -0.32
C -3.24102 0.23049 -1.38856 -0.08
C -2.75608 1.38700 -0.79764 -0.05
N -1.44847 1.64795 -0.53388 -0.59
C -1.38740 2.89738 -0.02466 0.20
C -0.20403 3.55204 0.32115 -0.63
C 1.08675 3.06587 0.16517 0.44
N 1.42189 1.86827 -0.36365 -0.76
C 2.76126 1.75079 -0.25089 0.27
C 3.49906 0.61979 -0.57378 0.03
C 3.32873 2.94878 0.36597 0.52
C 2.28529 3.77325 0.62088 0.29
C 2.28567 5.08281 1.34200 -1.19
C 1.90891 4.93389 2.81753 -1.02
C 4.76416 3.10492 0.75119 -1.22
C 5.08232 2.38450 2.06416 -0.80
C -2.72142 3.46148 0.08525 0.74
C -3.57594 2.51912 -0.40152 0.86
C -5.07023 2.54973 -0.42628 -1.21
C -5.67204 1.78480 0.75442 -1.03
C -3.04982 4.82730 0.60189 -1.29
C -2.91089 5.90962 -0.47069 -1.20
N -1.17186 -1.04355 -1.60569 -0.40
C -4.48638 -2.22851 -2.84197 -1.15
C -4.82022 -1.49443 -4.14127 -1.21
H 3.60452 -5.41192 -3.83646 0.37
H 4.23523 -3.76162 -3.97600 0.30
H 2.50795 -4.05076 -4.11939 0.21
H 4.16623 -4.47152 -1.57405 0.45
H 2.45977 -4.80863 -1.70716 0.39
H 5.79008 -1.02458 -1.10810 0.47
H 5.70448 -2.73919 -1.44416 0.45
H 4.73848 -1.51346 1.20659 0.15
H 6.36783 -2.20130 0.97458 0.35
H 4.91465 -3.21058 0.85300 0.29
H 0.56963 -3.79902 -2.45555 0.23
H -3.01336 -4.71034 -3.21676 0.49
H -1.34174 -4.93650 -2.75858 0.39
H -2.28724 -3.55993 -5.32743 0.23
H -1.57712 -5.17958 -5.22365 0.39
H -0.60609 -3.74571 -4.85026 0.23
H -4.31215 0.19042 -1.55684 0.15
H -0.30582 4.53886 0.75891 0.23
H 4.56391 0.65821 -0.37759 0.16
H 1.58602 5.77220 0.85743 0.38
H 3.27438 5.54736 1.26213 0.39
H 0.94141 4.44191 2.91917 0.25
H 1.86196 5.90452 3.31896 0.37
H 2.63640 4.31008 3.33820 0.22
H 5.01271 4.16804 0.84189 0.41
H 5.40485 2.70947 -0.04332 0.38
H 4.53812 2.83938 2.89284 0.19
H 6.15136 2.42314 2.29029 0.36
H 4.76844 1.34113 2.01944 0.11
H -5.43827 2.11913 -1.36304 0.39
H -5.42362 3.58593 -0.41286 0.47
H -5.32309 0.75129 0.76033 0.14
H -6.76463 1.78384 0.71848 0.42
H -5.35842 2.22950 1.70013 0.29
H -2.39789 5.06750 1.44687 0.41
H -4.06947 4.83448 0.99958 0.47
H -1.89546 5.92200 -0.86910 0.27
H -3.14014 6.90344 -0.07720 0.38
H -3.58379 5.70562 -1.30596 0.30
H -5.14299 -1.86437 -2.04508 0.31
H -4.71367 -3.29345 -2.95682 0.47
H -4.59283 -0.43199 -4.04793 0.25
H -5.87615 -1.59888 -4.40547 0.42
H -4.21983 -1.88359 -4.96554 0.25
O 0.46694 -1.28178 3.66800 -0.95
S 1.13484 -0.90380 2.40069 1.11
O 2.58745 -0.98453 2.51760 -0.63
O 0.69732 0.48920 2.01575 -0.63
O 0.62487 -1.74290 1.27073 -0.77
N -1.21618 -0.01120 5.42073 -0.20
C -2.53057 -0.17444 5.22195 -0.03
O -3.39757 0.04274 6.07043 -0.74
C -2.86675 -0.67113 3.84972 0.08
C -3.85680 -1.62127 3.66410 -0.45
C -4.05213 -2.13361 2.39080 -0.98
C -3.25662 -1.66053 1.35715 -0.14
N -2.34209 -0.71019 1.51646 0.61
C -2.14897 -0.23153 2.73822 -0.83
H -0.93648 0.32869 6.32470 0.19
H -0.51003 -0.37674 4.74948 0.36
H -4.43670 -1.95983 4.51412 0.44
H -4.79311 -2.89908 2.19811 0.44
H -3.35468 -2.05749 0.35120 0.10
H -1.36774 0.51338 2.83013 1.08
```



Record 2
C22H28N6O4 | ωB97M-V/def2-TZVPD

The calculation puts the lowest unoccupied orbital energy at 0.59 eV. Its energy above the lowest of the compared OMol25 structures with the same formula, charge and spin is 157.9 kJ/mol. The net charge is 0.

Structure (XYZ):
```
60
Properties=species:S:1:pos:R:3:mulliken_charge:R:1
C 3.76196 -4.16898 -7.64554 -0.83
H 3.94819 -4.08904 -8.71557 0.24
O 3.05672 -3.00634 -7.29320 -0.46
C 2.69167 -2.84173 -5.98497 0.81
C 2.95000 -3.74435 -4.96074 -0.35
C 2.53500 -3.46960 -3.67116 -0.71
C 1.84012 -2.30202 -3.35738 -0.08
C 1.58518 -1.40309 -4.39563 -0.04
C 2.00793 -1.66703 -5.68118 -0.91
H 1.80790 -0.96949 -6.47926 0.40
H 1.04347 -0.48977 -4.20772 0.44
N 1.48854 -2.04922 -2.02847 0.20
C 1.05679 -0.72514 -1.64366 -0.90
C 1.25075 -0.55474 -0.13837 -1.05
N 0.49529 -1.56774 0.58463 0.38
C 0.95482 -2.88676 0.18660 -0.76
C 0.73611 -3.05653 -1.31374 -0.81
H 1.05273 -4.05157 -1.62273 0.53
H -0.34323 -2.95498 -1.52526 0.18
H 0.37827 -3.64074 0.72942 0.41
H 2.02419 -3.02769 0.41643 0.30
C 0.58067 -1.37839 2.02359 -1.20
C -0.06325 -0.11259 2.47141 0.58
N 0.45284 0.66583 3.40754 -0.86
C -0.44184 1.66483 3.57095 1.33
C -1.52489 1.48805 2.72696 -0.32
N -1.26378 0.32689 2.03458 0.02
C -2.08787 -0.14487 0.95918 -1.10
H -3.09629 -0.34974 1.32708 0.41
C -2.14804 0.91297 -0.14827 0.98
O -1.25089 1.69563 -0.31545 -0.53
C -3.40522 0.87829 -0.95864 -1.64
H -3.27547 1.42365 -1.88914 0.42
H -3.72545 -0.14197 -1.15108 0.36
H -4.17071 1.37694 -0.36345 0.32
H -1.62890 -1.05073 0.54839 0.64
C -2.62667 2.39299 2.67355 0.56
O -3.61761 2.29590 1.96844 -0.69
N -2.44837 3.44696 3.57012 -0.01
C -1.37989 3.65489 4.43465 0.68
O -1.35396 4.61654 5.17171 -0.67
N -0.36359 2.72254 4.42002 -0.01
C 0.77933 2.87680 5.29237 -1.10
H 1.69285 2.85171 4.69983 0.33
H 0.80524 2.06224 6.01660 0.31
H 0.68079 3.83142 5.80503 0.39
C -3.48602 4.46300 3.62903 -1.18
H -3.90068 4.51009 4.63566 0.33
H -3.06462 5.43642 3.38036 0.34
H -4.25567 4.18707 2.91222 0.36
H 0.06573 -2.22021 2.50331 0.40
H 1.61970 -1.36476 2.39140 0.35
H 0.89277 0.43269 0.15731 0.41
H 2.32552 -0.62643 0.09747 0.34
H 1.66844 0.01780 -2.15578 0.67
H -0.00322 -0.54794 -1.89067 0.32
H 2.77413 -4.17636 -2.89070 0.42
H 3.48397 -4.66290 -5.14806 0.37
H 4.71914 -4.23650 -7.11729 0.33
H 3.17519 -5.07289 -7.44865 0.33
```



Record 3
C4H14NO | ωB97M-V/def2-TZVPD

The calculation puts the lowest unoccupied orbital energy at -3.04 eV. Its energy above the lowest of the compared OMol25 structures with the same formula, charge and spin is 236.4 kJ/mol. The net charge is +1.

Structure (XYZ):
```
20
Properties=species:S:1:pos:R:3:mulliken_charge:R:1
C -0.35943 1.28309 1.38849 -1.18
C 0.90230 0.74497 0.61482 0.22
N 0.46219 -0.51463 -0.41728 -0.23
C 0.19124 -1.57690 0.44991 -0.93
C 1.56556 1.67785 -0.42691 -1.33
H -1.24453 0.66004 1.48810 0.40
H -0.58434 2.18940 1.01787 0.43
H 0.07806 1.63464 2.35045 0.35
H 1.50946 0.31189 1.28874 0.44
H -0.38872 -0.41818 -0.96130 0.41
H 1.23545 -0.84952 -1.08812 0.35
H -0.51314 -1.06148 1.28047 0.25
H -0.60707 -2.10804 -0.03305 0.38
H 1.15840 -2.00018 0.90299 0.37
H 1.96762 2.60777 0.13978 0.36
H 0.86333 2.07689 -1.17711 0.38
H 2.49372 1.31895 -1.00548 0.37
H -2.18060 -1.76519 -2.16140 0.34
H -2.86945 -1.77526 -0.78465 0.33
O -2.24395 -1.24918 -1.31178 -0.69
```



Record 4
C3H3IO2 | ωB97M-V/def2-TZVPD

The calculation puts the lowest unoccupied orbital energy (alpha / beta) at -0.81 / -1.17 eV. Its energy above the lowest of the compared OMol25 structures with the same formula, charge and spin is 802.2 kJ/mol. The net charge is 0.

Structure (XYZ):
```
9
Properties=species:S:1:pos:R:3:mulliken_charge:R:1
C -0.38708 2.22652 -0.80276 0.34
C -0.34272 1.13060 -0.32498 -0.35
C -0.22500 -0.13410 0.23080 -0.52
O 0.94926 -2.18772 0.18409 -0.26
O 0.64242 -0.87183 -0.35103 -0.15
I -2.22842 -1.20940 0.39461 0.00
H -0.53589 3.20332 -1.20054 0.45
H 0.33540 0.17957 2.18963 0.15
H 1.79202 -2.33697 -0.31982 0.34
```



Record 5
C25H45F3P2Rh | ωB97M-V/def2-TZVPD

The calculation puts the lowest unoccupied orbital energy (alpha / beta) at -3.10 / -4.75 eV. As for the expectation value of S²: 6.040. The net charge is +1. The spin multiplicity is 5.

Structure (XYZ):
```
76
Properties=species:S:1:pos:R:3:mulliken_charge:R:1
Rh 0.04886 -0.33836 0.74860 1.05
C -2.03080 1.69734 0.59475 0.30
C -2.69840 0.87043 -0.33910 1.26
C -1.90106 -0.52781 1.35103 1.52
C -1.57017 0.87843 1.68255 1.54
C -2.64837 -0.45676 0.09462 0.38
C -1.97478 3.18386 0.57823 -1.91
H -1.71405 3.57153 -0.41424 0.27
H -1.22192 3.55609 1.28584 0.31
H -2.93640 3.63883 0.85947 0.43
C -1.58699 1.39897 3.08320 -2.02
H -1.00077 2.31629 3.16437 0.38
H -1.21460 0.66733 3.80471 0.33
H -2.62776 1.63422 3.35674 0.36
C -2.25786 -1.51843 2.39735 -2.03
H -3.30608 -1.40975 2.70296 0.35
H -1.64785 -1.41016 3.29512 0.39
H -2.12281 -2.54380 2.04493 0.36
C -3.40046 -1.59887 -0.47455 -1.93
H -4.45872 -1.34181 -0.60684 0.51
H -3.31530 -2.48350 0.16492 0.31
H -3.00460 -1.85983 -1.45938 0.15
C -3.46323 1.35668 -1.51440 -1.97
H -4.48572 1.66413 -1.21882 0.41
H -3.56562 0.55896 -2.27219 0.43
H -2.97450 2.23137 -1.97939 0.40
C 1.51175 0.31949 -1.46417 0.67
C 0.39563 1.06337 -1.58191 0.40
C -0.21995 1.37082 -2.92211 -2.08
C -1.03957 0.22797 -3.58899 -1.50
C -0.96218 -1.11973 -2.93346 -0.42
C 0.19110 -1.79556 -2.86314 -1.10
C 1.47085 -1.30114 -3.46716 -1.42
C 2.22187 -0.19244 -2.68631 -2.10
H 0.56601 1.69154 -3.62953 0.57
H -0.69200 0.14364 -4.63446 0.66
H -0.86222 2.26540 -2.81981 0.38
H 2.41692 0.65079 -3.38251 0.66
H 1.98112 0.08940 -0.50072 -0.08
H -0.08670 1.54907 -0.73084 0.58
H 3.22903 -0.53768 -2.41461 0.47
H 2.13498 -2.16728 -3.59509 0.44
H 0.20038 -2.85600 -2.58580 0.97
H 1.26928 -0.92170 -4.48092 0.43
H -2.08926 0.54527 -3.66153 0.44
H -1.92962 -1.60662 -2.75134 1.05
P 1.89234 2.04893 1.32441 1.69
C 1.74022 3.07606 2.82296 -1.37
H 2.45107 3.91094 2.76516 0.53
H 1.94822 2.47977 3.71956 0.33
H 0.71687 3.47306 2.88646 0.30
C 3.62717 1.48343 1.35822 -1.29
H 4.30359 2.34624 1.42411 0.51
H 3.84209 0.90913 0.44586 0.21
H 3.77716 0.82900 2.22787 0.31
C 1.86674 3.33091 0.02749 -1.35
H 2.15061 2.87916 -0.93035 0.23
H 2.55608 4.14474 0.29346 0.58
H 0.83772 3.71219 -0.05716 0.26
P 1.10033 -2.62504 0.63970 1.22
C -0.27011 -3.39042 -0.27819 -0.98
H 0.14735 -4.17136 -0.92769 0.59
H -0.76429 -2.61045 -0.88294 -0.15
H -1.01990 -3.80935 0.40273 0.36
C 2.60035 -2.54232 -0.39120 -0.80
H 2.34123 -2.26846 -1.42155 -0.24
H 3.10102 -3.52109 -0.37626 0.67
H 3.29605 -1.78972 0.01239 0.17
C 1.49967 -3.80860 1.95017 -1.32
H 1.85516 -4.74866 1.51071 0.50
H 0.61183 -4.01406 2.55524 0.33
H 2.28280 -3.40306 2.59981 0.38
F 0.99330 0.35026 3.52569 -0.17
C 1.00949 -0.69021 2.62862 -0.64
F 2.38997 -0.99989 2.52320 -0.23
F 0.48839 -1.73516 3.38546 -0.21
```